(1)
Below is a cluster of 2 separate species, C36H34N3O2S in total at a distorted geometry, with properties calculated with the ωB97M-V functional and the def2-TZVPD basis.

Maximum force = 3.1 eV Å⁻¹
E_HOMO = -9.20 eV
Total charge = +1
DFT total energy = -2104.8097 Eh
Relative energy (zero: lowest compared OMol25 entry of this formula, charge and spin) = 55.6 kcal/mol

Structure (XYZ):
```
76
Properties=species:S:1:pos:R:3:lowdin_charge:R:1
C -5.022 -2.403 0.127 0.00
H 2.486 3.630 -1.880 0.10
C 4.511 2.191 4.386 -0.05
H 5.140 2.050 5.260 0.11
H -5.356 -2.897 -1.965 0.11
C -4.679 -2.479 -1.219 0.00
C -5.793 -1.669 2.747 -0.05
C 2.842 -1.069 -3.195 -0.16
H 2.293 1.546 -1.111 0.04
C 3.871 1.084 3.813 -0.01
C -1.682 -1.313 -2.837 -0.01
C -1.302 1.047 1.755 -0.22
C 2.224 -3.186 -4.428 0.01
C 2.997 1.304 2.757 -0.22
H 1.896 -1.745 2.144 0.10
C -3.668 1.639 2.003 -0.07
H 4.042 0.069 4.191 0.11
H 1.354 -3.232 -5.099 0.10
H -0.040 1.870 3.299 0.10
H -6.028 -2.640 0.466 0.10
H -5.794 -1.324 3.787 0.10
H 3.313 4.646 2.306 0.11
C 1.109 0.906 1.434 -0.47
H 3.091 -2.914 -5.028 0.08
C -2.756 -1.601 0.659 0.02
H 4.274 -1.251 -4.808 0.11
H 2.697 -1.139 3.590 0.07
H 0.303 -3.012 -2.484 0.15
C 1.879 -0.951 2.899 0.02
H -0.148 -0.749 1.007 0.09
C 4.358 3.473 3.826 -0.06
H -6.398 -0.990 2.123 0.10
C -0.110 -0.379 -1.088 0.05
N 2.048 -2.197 -3.382 -0.07
C -2.121 2.216 3.757 -0.07
H -3.365 -1.542 -4.878 0.10
C 3.553 3.550 -1.615 -0.06
H -2.809 0.813 0.203 0.11
C 3.804 1.458 -2.726 -0.24
C -0.161 0.325 1.150 -0.15
C 1.019 -0.973 -1.756 -0.11
H 3.672 3.115 -0.610 0.06
H -1.878 2.638 4.730 0.11
H -1.129 -1.224 -3.776 0.15
C -1.357 -0.989 -1.507 -0.14
C -1.084 1.741 2.972 -0.06
H 4.951 4.301 4.199 0.11
H 4.031 4.533 -1.657 0.10
C 1.014 -2.184 -2.492 0.03
H -2.021 -1.348 1.416 0.11
C 3.470 3.683 2.765 -0.07
H -3.128 -3.266 -4.476 0.10
H 2.376 -4.179 -3.988 0.11
N 2.066 0.369 2.265 -0.06
H 5.211 1.065 -4.318 0.12
C -3.441 2.172 3.277 -0.07
H -4.691 1.642 1.614 0.11
C 2.239 -0.289 -2.168 -0.10
N -2.916 -1.881 -2.879 -0.10
O 4.246 2.740 -2.609 -0.08
C 2.765 2.595 2.256 -0.43
S 1.475 2.589 1.062 1.14
C -3.543 -2.310 -4.111 -0.01
H -0.109 0.713 -0.892 0.12
C 2.756 0.962 -1.914 0.03
C 4.390 0.649 -3.745 0.02
C 3.893 -0.625 -4.004 0.01
H -4.616 -2.448 -3.953 0.09
H -4.262 2.566 3.885 0.11
C -3.445 -1.977 -1.597 -0.17
H -6.173 -2.700 2.676 0.09
C -2.613 1.143 1.230 -0.04
C -4.072 -1.920 1.068 -0.26
H 0.913 -0.957 3.429 0.12
O -4.391 -1.611 2.349 -0.10
C -2.470 -1.471 -0.688 -0.11
```

=====

(2)
Below is the molecule C5H8FNO at a distorted geometry, with properties calculated with the ωB97M-V functional and the def2-TZVPD basis.

Maximum force = 6.0 eV Å⁻¹
E_HOMO = -9.11 eV
Total charge = 0
DFT total energy = -425.0565 Eh
Relative energy (zero: lowest compared OMol25 entry of this formula, charge and spin) = 93.3 kcal/mol
SMILES string = N[C@@]12COC[C@]1(F)C2

Structure (XYZ):
```
16
Properties=species:S:1:pos:R:3:lowdin_charge:R:1
H 1.655 1.399 1.093 0.13
H 0.985 -1.492 1.335 0.10
H -0.936 1.815 -0.356 0.13
H -0.192 0.565 -2.197 0.17
H -2.247 1.183 0.764 0.16
H -0.553 -1.308 -2.051 0.16
O -1.639 -0.124 -0.816 -0.10
N 0.679 1.195 1.664 0.04
C 0.132 -1.168 0.830 0.04
C -0.499 -0.340 -1.462 -0.24
C -0.071 0.307 0.798 -0.47
C -1.285 0.909 0.162 -0.09
H -0.760 -1.707 0.776 0.10
H 1.129 0.403 2.490 0.18
F 1.814 -0.457 -0.706 0.12
C 0.549 -0.394 -0.434 -0.44
```

=====

(3)
Below is a cluster of 2 separate species, C30H30ClN2 in total at a distorted geometry, with properties calculated with the ωB97M-V functional and the def2-TZVPD basis.

Maximum force = 2.7 eV Å⁻¹
E_HOMO = -10.44 eV
Total charge = +1
DFT total energy = -1730.6367 Eh

Structure (XYZ):
```
63
Properties=species:S:1:pos:R:3:lowdin_charge:R:1
H -0.426 -0.112 2.053 0.12
C -1.423 -2.808 -1.877 -0.21
H -2.252 -1.784 -3.590 0.11
C -1.946 3.301 0.732 -0.13
C -4.118 -3.052 -1.032 -0.28
C -1.947 2.408 1.798 -0.13
C 1.342 -2.667 -1.858 -0.20
H -3.319 -4.082 0.650 0.10
H 2.007 4.309 2.527 0.12
H 3.210 -4.486 0.366 0.12
H -3.101 4.709 -0.398 0.12
H 5.557 -3.802 0.304 0.08
C -0.249 3.920 -1.028 0.02
C 1.713 2.641 1.142 -0.15
N -0.598 1.995 1.973 0.01
C 3.762 1.547 0.433 -0.05
C 2.372 1.622 0.408 -0.02
H -0.917 -3.962 -0.132 0.08
H -0.106 -1.986 -3.331 0.12
H -0.975 0.698 3.543 0.10
C -3.855 4.401 1.656 -0.04
C -3.809 -2.407 -2.241 -0.04
H 5.611 2.396 1.222 0.12
C 4.029 -2.997 -0.985 -0.29
H 6.086 -3.635 -1.421 0.09
C 2.488 3.547 1.909 -0.04
H 0.881 -4.168 -0.397 0.08
H -5.633 -3.883 0.261 0.07
H -4.594 -1.973 -2.871 0.12
C -3.063 -3.607 -0.287 -0.04
Cl 4.776 4.590 2.832 0.73
H -0.379 3.143 -1.809 0.12
H 1.781 0.885 -0.158 0.13
C 4.527 2.452 1.176 -0.06
C -0.074 -2.216 -2.244 -0.11
H -6.115 -2.322 -0.338 0.08
H 5.918 -2.202 -0.381 0.07
C -3.025 2.359 2.687 0.01
C -3.865 3.487 2.722 -0.04
C -2.486 -2.302 -2.658 -0.05
C -3.005 4.194 0.553 0.01
H 0.760 0.751 3.044 0.11
H 4.250 0.757 -0.137 0.11
H -6.117 -3.666 -1.463 0.09
C 2.403 -2.026 -2.511 -0.06
H 2.161 -1.375 -3.348 0.11
H -4.538 5.245 1.687 0.12
C 3.718 -2.185 -2.091 -0.06
N -0.593 3.403 0.294 0.01
C -1.723 -3.516 -0.705 -0.03
C 0.223 2.741 1.171 -0.08
H -3.167 1.487 3.317 0.12
C 2.987 -3.729 -0.400 -0.03
C 5.478 -3.189 -0.605 -0.06
H -0.164 -1.216 -1.861 0.11
C -0.279 0.773 2.700 0.03
C 1.664 -3.574 -0.844 -0.03
H 4.513 -1.704 -2.663 0.12
H -0.919 4.753 -1.268 0.10
H 0.801 4.241 -1.061 0.11
C -5.558 -3.230 -0.618 -0.06
C 3.878 3.457 1.905 -0.66
H -4.558 3.653 3.547 0.12
```

=====

(4)
Below is the molecule C3H3NO at a distorted geometry, with properties calculated with the ωB97M-V functional and the def2-TZVPD basis.

Maximum force = 2.2 eV Å⁻¹
E_HOMO = -11.32 eV
Total charge = 0
DFT total energy = -246.0773 Eh
Relative energy (zero: lowest compared OMol25 entry of this formula, charge and spin) = 8.9 kcal/mol
SMILES string = CC(=O)C#N

Structure (XYZ):
```
8
Properties=species:S:1:pos:R:3:lowdin_charge:R:1
C 0.655 0.233 -0.230 -0.47
H -1.265 0.555 -1.046 0.07
H -1.324 -0.472 0.324 0.10
H -1.107 1.331 0.523 0.12
C -0.829 0.435 -0.098 -0.01
N 1.359 -2.005 0.956 0.18
C 1.136 -1.008 0.420 -0.12
O 1.375 0.930 -0.848 0.15
```